No. 1
{
  "formula": "C18H26N2O5",
  "method": "wB97M-V/def2-TZVPD",
  "gap_ev": 9.1,
  "smiles": "CCCOC(=O)C[C@H]1C(=O)NCCN1Cc1cc(OC)cc(OC)c1",
  "lumo_ev": 0.630,
  "de_lowest_kj_mol": 187.1,
  "symbols": ["H", "H", "N", "C", "H", "C", "H", "O", "O", "C", "C", "H", "C", "H", "H", "C", "C", "N", "H", "H", "H", "H", "C", "O", "H", "C", "O", "H", "C", "C", "H", "O", "H", "C", "C", "H", "H", "H", "H", "H", "C", "C", "H", "H", "H", "H", "C", "C", "C", "H", "H"],
  "coordinates": [[-1.64, 4.12, -2.36], [-3.44, -2.31, 1.90], [-1.54, 3.51, -1.56], [4.72, 2.03, 1.39], [-1.49, -3.01, -1.24], [-0.18, 2.99, 0.34], [-1.06, -2.82, 1.26], [-2.03, 1.77, -2.88], [-2.96, -1.34, 0.15], [-3.15, 0.98, -0.20], [2.96, -3.00, -2.09], [-1.03, 0.02, 1.62], [-1.67, 1.28, -0.56], [-1.93, 4.24, 0.36], [4.16, -1.07, -0.89], [0.94, 0.24, 0.80], [0.88, -0.87, -0.02], [-0.98, 1.81, 0.60], [-0.07, 1.30, 2.37], [2.21, 1.72, 1.68], [4.15, 2.89, 1.03], [2.58, -3.85, -2.65], [2.17, 0.87, 1.02], [4.56, 0.91, 0.54], [-0.05, -1.39, -0.20], [-3.33, -0.20, 0.73], [-3.79, -0.12, 1.84], [-3.68, 0.75, -1.13], [-1.74, 2.20, -1.78], [-3.15, -2.56, 0.87], [-3.98, -3.09, 0.39], [1.85, -2.46, -1.43], [-1.21, 0.35, -0.92], [2.03, -1.36, -0.65], [-1.89, -3.40, 0.84], [0.67, 2.79, -0.33], [-0.58, -4.37, -0.58], [0.20, 3.36, 1.29], [-2.04, -4.27, 1.49], [5.79, 2.27, 1.35], [-1.54, -3.86, -0.57], [3.31, 0.38, 0.40], [3.40, -2.28, -2.79], [-2.30, -4.54, -0.94], [3.72, -3.34, -1.39], [-3.59, 1.86, 0.28], [-1.08, 4.04, -0.30], [3.24, -0.73, -0.44], [-0.31, 0.81, 1.42], [-0.54, 4.97, -0.47], [4.44, 1.80, 2.42]],
  "nbo_charge": [0.41, 0.22, -0.61, -0.25, 0.21, -0.22, 0.20, -0.62, -0.53, -0.50, -0.25, 0.21, -0.14, 0.19, 0.23, 0.09, -0.33, -0.45, 0.21, 0.21, 0.17, 0.20, -0.38, -0.49, 0.23, 0.80, -0.60, 0.25, 0.68, -0.08, 0.18, -0.49, 0.23, 0.34, -0.42, 0.18, 0.21, 0.20, 0.21, 0.20, -0.61, 0.34, 0.18, 0.20, 0.18, 0.23, -0.22, -0.37, -0.25, 0.21, 0.18]
}

No. 2
{
  "formula": "C18H26N2O5",
  "method": "wB97M-V/def2-TZVPD",
  "gap_ev": 9.0,
  "smiles": "CCCOC(=O)C[C@H]1C(=O)NCCN1Cc1cc(OC)cc(OC)c1",
  "lumo_ev": 0.662,
  "de_lowest_kj_mol": 176.2,
  "symbols": ["H", "H", "H", "C", "H", "H", "N", "H", "C", "H", "C", "N", "C", "H", "O", "H", "O", "O", "H", "C", "C", "C", "C", "C", "H", "H", "H", "H", "H", "C", "H", "C", "C", "H", "C", "H", "H", "C", "H", "C", "H", "H", "C", "O", "H", "H", "O", "C", "C", "H", "H"],
  "coordinates": [[1.39, 2.94, -4.08], [0.78, -3.26, -2.51], [0.91, 0.29, -0.54], [0.54, -2.75, -0.05], [1.97, 3.98, -2.75], [2.83, -0.12, -2.80], [-0.37, -0.91, 4.40], [0.95, -3.62, 1.86], [-0.02, -1.97, 3.65], [-0.38, 3.74, -2.75], [2.68, -2.27, -2.94], [-0.25, -0.47, 1.61], [-2.07, 1.89, -0.50], [-0.09, 1.52, 2.11], [-2.68, 3.85, -1.81], [4.37, -0.94, -3.13], [0.38, -3.01, 4.14], [-0.52, -3.13, -0.48], [-0.43, 1.16, 4.59], [-1.40, -0.16, 0.79], [0.14, 1.01, -0.79], [0.89, -2.63, 1.41], [-1.10, 0.95, -0.18], [-0.21, -1.83, 2.14], [-3.04, 1.82, -0.02], [2.50, -2.31, -4.02], [3.05, 2.77, -3.48], [0.71, -1.48, -2.48], [-1.66, -1.05, 0.21], [0.43, 2.01, -1.72], [-2.29, 0.11, 1.39], [1.33, -2.35, -2.23], [-0.69, 0.38, 3.87], [-3.95, 3.99, -0.18], [-1.80, 2.88, -1.43], [1.16, 0.46, 2.79], [1.85, -2.13, 1.51], [-3.97, 3.84, -1.27], [-4.50, 2.91, -1.50], [2.02, 2.98, -3.19], [-0.27, -1.03, 5.40], [-1.77, 0.46, 3.67], [0.09, 0.55, 2.57], [1.67, 1.98, -2.26], [3.65, -0.99, -1.51], [-1.16, -2.34, 1.93], [1.55, -2.36, -0.82], [-0.55, 2.94, -2.04], [3.43, -1.00, -2.57], [3.27, -3.15, -2.67], [-4.49, 4.68, -1.73]],
  "nbo_charge": [0.18, 0.20, 0.24, 0.82, 0.18, 0.22, -0.61, 0.26, 0.67, 0.23, -0.41, -0.46, -0.38, 0.22, -0.49, 0.21, -0.62, -0.62, 0.21, -0.26, -0.34, -0.50, 0.12, -0.13, 0.21, 0.21, 0.20, 0.19, 0.24, 0.34, 0.17, -0.08, -0.23, 0.17, 0.34, 0.20, 0.23, -0.25, 0.18, -0.25, 0.41, 0.18, -0.22, -0.50, 0.21, 0.24, -0.51, -0.36, -0.62, 0.20, 0.20]
}

No. 3
{
  "formula": "C18H26N3O8P2Ti",
  "method": "wB97M-V/def2-TZVPD",
  "gap_ev": [5.2, 8.9],
  "s2": 2.029,
  "lumo_ev": [-3.557, -3.505],
  "multiplicity": 3,
  "de_lowest_kj_mol": 157.1,
  "charge": 1,
  "symbols": ["N", "O", "C", "C", "H", "C", "C", "H", "H", "C", "H", "H", "C", "C", "C", "N", "H", "C", "C", "H", "O", "N", "Ti", "H", "P", "C", "C", "H", "H", "H", "O", "H", "H", "C", "O", "O", "H", "C", "H", "C", "H", "H", "H", "H", "O", "C", "H", "H", "H", "H", "O", "O", "P", "H", "C", "C", "H", "H"],
  "coordinates": [[-3.91, -0.65, 4.38], [0.62, 0.48, -2.69], [3.12, 1.89, -0.28], [3.56, 4.13, -1.08], [-3.13, 3.17, -2.04], [-2.33, -0.97, 2.60], [2.71, -2.09, 1.02], [1.97, -2.89, 0.86], [-2.05, -3.62, 0.35], [-1.88, -1.76, 1.52], [0.64, -3.60, -3.69], [3.20, -2.48, -2.05], [-1.06, -0.99, 0.65], [3.72, -1.61, -1.62], [1.43, 3.10, -1.41], [1.85, 2.01, -0.72], [4.68, -1.92, -1.20], [0.07, 2.97, -2.03], [-3.39, -3.57, 2.06], [0.16, 2.16, -2.84], [-1.15, -1.14, -0.71], [-3.82, -4.92, 1.90], [0.53, 0.40, -0.85], [-0.24, -1.40, -0.94], [-1.20, 2.23, -0.89], [-1.43, 3.49, 0.37], [-3.86, -2.79, 3.13], [-3.38, 1.50, -1.44], [3.49, 0.56, 1.37], [-1.96, 2.99, 1.19], [-4.65, -5.37, 2.73], [-0.45, 3.85, 0.72], [3.90, -0.88, -2.42], [-3.38, -1.48, 3.36], [-3.34, -5.61, 0.98], [-4.80, -1.10, 5.13], [-2.03, 4.32, -0.04], [3.96, 2.99, -0.40], [-1.90, 0.03, 2.68], [3.56, 0.55, 0.27], [4.62, 0.41, 0.00], [3.71, -2.55, 1.10], [4.95, 2.88, 0.00], [-0.27, 3.92, -2.43], [-0.01, -0.35, 1.02], [-2.67, 2.17, -1.94], [1.44, 0.33, -3.23], [2.47, -1.59, 1.97], [1.94, 4.99, -2.24], [-2.44, 1.76, -2.94], [0.35, -3.29, -2.80], [-3.43, 0.51, 4.49], [2.62, -0.89, -0.35], [-0.65, -3.22, -2.78], [2.29, 4.16, -1.63], [-2.40, -3.04, 1.21], [4.24, 4.97, -1.19], [-4.61, -3.18, 3.80]],
  "mulliken_spin": [0.00, -0.02, -0.01, 0.00, 0.00, 0.08, 0.01, 0.00, 0.02, -0.06, 0.00, 0.00, 0.51, 0.01, -0.02, 0.00, 0.00, 0.03, -0.04, 0.00, 0.01, 0.00, 1.13, 0.01, 0.01, 0.00, 0.13, 0.00, 0.00, 0.00, -0.01, 0.00, 0.00, -0.04, -0.01, -0.01, 0.00, 0.00, 0.02, 0.01, 0.00, 0.00, 0.00, 0.00, 0.06, 0.01, 0.00, 0.00, 0.00, 0.00, 0.00, 0.00, -0.03, 0.00, 0.00, 0.18, 0.00, 0.01]
}

No. 4
{
  "formula": "C18H26N8S2",
  "method": "wB97M-V/def2-TZVPD",
  "gap_ev": 7.8,
  "lumo_ev": 0.134,
  "symbols": ["H", "H", "H", "H", "H", "N", "C", "C", "H", "H", "C", "N", "H", "H", "N", "C", "H", "C", "H", "H", "H", "C", "H", "C", "C", "H", "C", "H", "C", "H", "N", "H", "H", "C", "H", "H", "N", "C", "C", "S", "H", "C", "H", "S", "H", "H", "C", "C", "H", "C", "N", "C", "N", "N"],
  "coordinates": [[1.28, 2.88, 3.44], [-3.68, -3.47, -0.16], [-0.24, 2.81, 2.68], [2.13, -2.81, -0.06], [3.37, 2.85, 1.80], [-1.06, -3.67, 1.04], [0.92, -1.72, -1.86], [-0.36, 2.40, -1.91], [-3.72, -1.50, 1.16], [-3.03, -3.81, 3.41], [1.88, -1.26, -1.26], [-0.96, 1.51, -1.11], [-2.26, -0.08, 2.06], [-4.67, -2.64, 3.24], [-1.31, -0.32, 2.07], [2.69, -0.02, -1.76], [1.25, 4.19, -2.77], [-3.36, -2.69, 1.46], [3.58, -1.64, 0.16], [1.46, 4.06, 1.28], [-0.80, 0.52, 1.59], [-3.83, -3.80, 0.90], [2.84, 1.39, 1.13], [2.73, -1.87, -0.11], [2.90, 2.50, 1.02], [-3.32, -4.69, 0.95], [-1.91, -2.62, 1.32], [1.23, 5.05, -1.03], [-3.75, -2.62, 3.14], [0.67, 1.24, -4.98], [0.31, -3.26, 0.94], [3.19, 2.91, 0.10], [2.48, 1.49, -3.09], [0.66, 2.58, 0.13], [3.47, 0.26, -1.23], [-0.60, -1.36, -3.36], [0.61, 3.04, -1.10], [0.90, 0.19, -3.35], [2.07, 0.65, -2.67], [1.78, -1.01, 1.61], [0.39, -2.63, -1.50], [0.14, -2.09, 1.24], [0.89, 1.46, 2.61], [-0.54, 2.55, -3.64], [-3.03, -1.93, 3.50], [-1.02, 0.50, -4.71], [0.15, -0.88, -2.81], [-0.08, 1.09, -4.29], [-4.95, -3.61, 0.98], [0.94, 2.59, 2.43], [1.43, 3.99, -1.84], [1.34, 3.17, 1.40], [-1.07, -1.43, 1.65], [-0.10, 1.60, 0.15]],
  "nbo_charge": [0.24, 0.22, 0.20, 0.27, 0.19, -0.35, -0.26, 0.12, 0.19, 0.17, -0.01, -0.26, 0.37, 0.16, -0.65, -0.15, 0.39, -0.21, 0.18, 0.20, 0.44, -0.66, 0.23, -0.33, -0.58, 0.27, 0.29, 0.33, -0.51, 0.24, -0.35, 0.21, 0.20, 0.38, 0.20, 0.21, -0.24, 0.02, -0.26, -0.08, 0.23, 0.35, 0.26, 0.32, 0.21, 0.24, -0.14, -0.64, 0.22, -0.64, -0.64, -0.22, -0.20, -0.37]
}

No. 5
{
  "formula": "C18H26O3",
  "method": "wB97M-V/def2-TZVPD",
  "gap_ev": 8.5,
  "smiles": "CCCC[C@@H](CC)COC(=O)/C=C/c1ccc(OC)cc1",
  "lumo_ev": 0.194,
  "de_lowest_kj_mol": 19.9,
  "symbols": ["H", "H", "H", "H", "H", "H", "C", "C", "C", "C", "H", "H", "H", "H", "H", "H", "H", "H", "C", "H", "C", "O", "H", "H", "H", "C", "C", "H", "C", "C", "H", "H", "C", "H", "O", "C", "H", "C", "O", "C", "C", "H", "C", "H", "C", "H", "C"],
  "coordinates": [[-3.45, 3.93, -2.11], [3.74, -0.40, 4.23], [-4.45, 3.11, -3.98], [2.45, 0.54, 2.39], [5.06, -3.01, 6.40], [-3.69, 4.32, -6.00], [0.17, -1.34, -0.28], [-2.13, 2.33, -1.62], [0.94, -0.72, 0.63], [-3.50, 2.60, -3.81], [-4.17, 1.94, -1.01], [-1.49, 0.80, -3.03], [-1.64, 2.94, -0.86], [1.10, -3.38, 1.32], [-3.64, 0.61, 1.01], [5.42, -1.77, 5.18], [-1.97, 3.93, -3.05], [2.41, -4.32, 3.18], [-2.88, 1.25, 0.56], [-2.88, 2.20, 1.09], [3.16, -2.43, 3.83], [-0.35, 0.69, -1.33], [-3.25, 0.49, -1.41], [-1.70, 2.25, -4.95], [-0.30, 2.12, -2.76], [1.68, -1.34, 1.71], [2.40, -3.25, 2.99], [-2.21, 4.71, -5.13], [-2.72, 2.60, -5.12], [-2.76, 3.29, -2.65], [0.03, -2.41, -0.29], [4.01, -1.58, 6.26], [-3.19, 1.46, -0.92], [-3.19, 1.90, -5.81], [3.84, -3.06, 4.82], [3.17, -1.06, 3.60], [-3.73, 1.57, -3.53], [4.62, -2.30, 5.71], [-1.27, -1.20, -2.14], [-1.05, 1.47, -2.29], [2.44, -0.53, 2.56], [1.02, 0.35, 0.57], [1.68, -2.72, 1.95], [-2.12, 3.94, -6.71], [-2.68, 3.98, -5.78], [-1.91, 0.78, 0.70], [-0.56, -0.64, -1.34]],
  "nbo_charge": [0.21, 0.21, 0.20, 0.21, 0.20, 0.20, -0.32, -0.23, -0.11, -0.41, 0.20, 0.21, 0.20, 0.21, 0.21, 0.18, 0.20, 0.23, -0.60, 0.20, 0.31, -0.52, 0.21, 0.19, 0.19, -0.13, -0.25, 0.20, -0.39, -0.39, 0.22, 0.18, -0.41, 0.20, -0.49, -0.27, 0.21, -0.25, -0.60, -0.08, -0.16, 0.22, -0.15, 0.21, -0.61, 0.21, 0.77]
}

| no. | energy (Ha) |
| --- | --- |
| 1 | -1187.21300 |
| 2 | -1187.21716 |
| 3 | -2999.49835 |
| 4 | -1935.14194 |
| 5 | -927.19214 |